Computed, not measured: an isolated molecule of C2H5N3S2 at a distorted geometry, with ωB97M-V/def2-TZVPD.

## Properties
relative energy (zero: lowest compared OMol25 entry of this formula, charge and spin): 505.2 kJ/mol

Last column: Mulliken charge in e.
Element x y z (Å)
C -1.480 0.841 -0.623  0.075
C -0.112 0.202 -0.713  -0.422
N -0.066 -1.105 -0.058  0.098
N -2.536 0.289 -0.216  -0.201
N 0.425 -0.881 1.185  -0.517
S -3.989 0.494 0.321  -0.133
S -1.396 -2.055 -0.273  -0.158
H -1.437 1.837 -1.196  0.302
H 0.130 0.041 -1.846  0.236
H 0.699 0.907 -0.231  0.315
H 1.306 -1.219 1.456  0.175
H -0.234 -1.173 1.932  0.231